No. 1
Computed, not measured: a 2-piece molecular cluster, C3H9NO overall at a distorted geometry, with wB97M-V/def2-TZVPD.

Calculated values
HOMO-LUMO gap, eV: 10.1
Spin multiplicity: 1
Highest occupied orbital energy, eV: -9.22
Relative energy (zero: lowest compared OMol25 entry of this formula, charge and spin), eV: 2.398
LUMO energy, eV: 0.88

```
14
Properties=species:S:1:pos:R:3:forces:R:3:lowdin_charge:R:1
C -0.802 1.640 1.111 -0.3 0.6 -1.5 0.002
C -1.636 0.617 1.226 1.9 -1.6 0.8 -0.283
O -2.574 0.026 0.416 -0.4 2.5 -0.1 0.000
H 0.105 1.674 1.695 -0.4 0.0 0.7 0.049
H -0.802 2.379 0.316 -0.4 -0.1 -0.1 0.053
H -1.328 -0.055 2.029 -0.4 0.0 0.2 0.101
H -2.308 -0.872 0.387 0.1 -1.4 -0.1 0.074
C 2.685 -1.117 -0.706 -0.4 -0.6 0.4 -0.205
N 1.640 -0.787 -1.675 0.4 1.2 -0.8 -0.077
H 3.012 -0.243 -0.150 0.0 0.2 -0.2 0.065
H 2.225 -1.773 0.034 0.1 -0.1 0.1 0.058
H 3.558 -1.645 -1.092 0.1 0.1 -0.2 0.061
H 1.617 -1.433 -2.446 -0.1 -0.7 0.1 0.045
H 1.906 0.063 -2.184 -0.2 -0.1 0.5 0.058
```
Forces are in eV/Å.

=====

No. 2
Computed, not measured: a 2-piece molecular cluster, C3H9NO overall at a distorted geometry, with wB97M-V/def2-TZVPD.

Calculated values
HOMO-LUMO gap, eV: 9.6
Spin multiplicity: 1
Highest occupied orbital energy, eV: -8.53
Relative energy (zero: lowest compared OMol25 entry of this formula, charge and spin), eV: 2.875
LUMO energy, eV: 1.03

```
14
Properties=species:S:1:pos:R:3:forces:R:3:lowdin_charge:R:1
C 0.031 -0.676 0.162 2.6 -0.5 1.8 -0.032
C -0.449 0.528 -0.141 1.2 0.2 -2.3 -0.289
N -0.082 1.425 -1.189 -0.8 0.2 -1.7 -0.119
C -1.317 1.734 -2.141 3.6 0.2 -1.0 -0.079
H 1.120 -0.949 -0.049 -1.7 0.2 -0.6 0.069
H -0.304 -1.207 1.081 -0.2 0.6 -0.8 0.041
H -1.285 0.910 0.368 -1.3 0.2 0.5 0.087
H 0.829 1.500 -1.710 -1.4 -1.0 1.3 0.121
H -2.021 0.937 -1.977 -0.9 0.5 0.5 0.047
H -1.072 1.609 -3.317 0.0 0.4 2.8 0.107
H -1.460 2.809 -1.911 -1.2 -0.9 -0.4 0.066
O 1.562 -2.510 2.969 0.2 0.1 0.4 -0.043
H 0.852 -3.012 2.592 -0.7 -0.7 0.0 0.018
H 1.838 -2.006 2.212 0.5 0.6 -0.4 0.006
```
Forces are in eV/Å.

=====

No. 3
Computed, not measured: an isolated molecule of C3H9NO at a distorted geometry, with wB97M-V/def2-TZVPD.

Calculated values
HOMO-LUMO gap, eV: 9.7
Spin multiplicity: 1
Highest occupied orbital energy, eV: -8.64
Relative energy (zero: lowest compared OMol25 entry of this formula, charge and spin), eV: 1.379
LUMO energy, eV: 1.07

```
14
Properties=species:S:1:pos:R:3:forces:R:3:lowdin_charge:R:1
C -0.945 -1.411 -0.763 0.4 -2.0 -0.7 -0.166
N -0.440 -0.097 -1.024 0.1 0.5 0.7 -0.143
C 0.755 0.203 -0.285 0.5 0.6 0.8 -0.247
C 0.522 0.818 1.117 -0.6 -1.1 -0.4 -0.268
O -0.011 2.115 0.969 0.1 0.1 -0.3 -0.063
H -0.252 -2.247 -1.218 -1.0 1.2 0.9 0.098
H -1.916 -1.511 -1.279 0.3 -0.2 0.5 0.072
H -1.053 -1.646 0.341 0.0 0.5 -1.3 0.090
H -0.295 0.104 -2.000 -0.2 -0.3 -0.1 0.104
H 1.411 -0.679 -0.174 0.0 0.1 0.0 0.112
H 1.314 0.961 -0.826 0.2 0.1 -0.2 0.114
H 1.471 0.827 1.649 0.3 0.1 0.1 0.105
H -0.169 0.167 1.695 0.2 0.3 -0.2 0.113
H -0.393 2.395 1.799 -0.1 0.1 0.2 0.078
```
Forces are in eV/Å.

=====

No. 4
Computed, not measured: a 2-piece molecular cluster, C3H9NO overall at a distorted geometry, with wB97M-V/def2-TZVPD.

Calculated values
HOMO-LUMO gap, eV: 9.6
Spin multiplicity: 1
Highest occupied orbital energy, eV: -8.68
Relative energy (zero: lowest compared OMol25 entry of this formula, charge and spin), eV: 1.254
LUMO energy, eV: 0.94

```
14
Properties=species:S:1:pos:R:3:forces:R:3:lowdin_charge:R:1
C 0.939 1.565 -1.814 -0.1 -0.1 0.0 -0.053
C 1.625 0.652 -0.848 0.3 0.1 -0.1 -0.319
O 1.155 -0.326 -0.332 -0.2 0.0 0.0 0.036
H 1.471 1.506 -2.765 0.1 0.0 -0.1 0.082
H -0.109 1.308 -1.977 0.1 0.0 0.1 0.083
H 1.059 2.586 -1.447 -0.1 0.1 -0.1 0.081
H 2.673 0.944 -0.629 0.0 0.0 0.0 0.117
C -1.185 -1.760 1.526 0.4 1.4 -0.2 -0.189
N -1.658 -0.421 1.117 -0.4 -0.5 0.0 -0.073
H -0.133 -1.735 1.838 -0.1 -0.3 0.0 0.059
H -1.797 -2.094 2.347 -0.2 -0.4 0.2 0.058
H -1.279 -2.397 0.663 -0.1 -0.5 -0.1 0.060
H -1.723 0.208 1.901 0.2 0.1 0.1 0.044
H -1.039 -0.036 0.421 0.1 0.1 0.1 0.012
```
Forces are in eV/Å.

=====

No. 5
Computed, not measured: a 2-piece molecular cluster, C3H9NO overall at a distorted geometry, with wB97M-V/def2-TZVPD.

Calculated values
HOMO-LUMO gap, eV: 10.0
Spin multiplicity: 1
Highest occupied orbital energy, eV: -9.18
Relative energy (zero: lowest compared OMol25 entry of this formula, charge and spin), eV: 2.036
LUMO energy, eV: 0.79

```
14
Properties=species:S:1:pos:R:3:forces:R:3:lowdin_charge:R:1
C -1.823 0.030 -1.254 -0.1 0.4 3.0 0.009
C -1.733 0.601 0.001 -0.5 -0.2 -3.6 -0.308
O -2.160 -0.005 1.138 0.7 0.0 0.5 -0.019
H -1.602 0.667 -2.100 0.0 -0.2 0.0 0.040
H -2.157 -1.013 -1.368 0.2 0.6 -0.1 0.061
H -1.497 1.683 -0.023 0.1 -0.6 0.7 0.110
H -1.585 0.233 1.891 -0.5 0.0 -0.6 0.112
C 2.033 0.015 0.409 0.4 0.0 0.1 -0.204
N 3.033 -0.716 -0.367 -0.2 -0.2 -1.2 -0.082
H 2.130 1.088 0.298 -0.1 0.5 0.1 0.058
H 2.199 -0.238 1.453 -0.3 0.1 0.2 0.063
H 1.014 -0.245 0.115 0.2 -0.2 0.0 0.049
H 2.746 -0.736 -1.353 0.2 -0.1 0.5 0.058
H 3.937 -0.254 -0.377 -0.2 0.0 0.3 0.052
```
Forces are in eV/Å.

=====

No. 6
Computed, not measured: a 2-piece molecular cluster, C3H9NO overall at a distorted geometry, with wB97M-V/def2-TZVPD.

Calculated values
HOMO-LUMO gap, eV: 10.4
Spin multiplicity: 1
Highest occupied orbital energy, eV: -9.52
Relative energy (zero: lowest compared OMol25 entry of this formula, charge and spin), eV: 2.042
LUMO energy, eV: 0.90

```
14
Properties=species:S:1:pos:R:3:forces:R:3:lowdin_charge:R:1
C -2.718 2.884 -2.589 -0.7 -0.7 0.9 -0.088
C -1.503 3.227 -2.193 0.9 -0.1 -1.6 -0.084
H -3.513 2.627 -1.893 0.2 0.2 0.3 0.040
H -3.059 2.676 -3.595 0.6 0.5 -0.3 0.044
H -1.068 3.294 -1.211 -0.7 0.1 0.5 0.041
H -0.743 3.381 -2.971 -0.3 0.1 0.2 0.047
N 2.408 -2.217 2.572 0.3 0.7 -0.2 0.009
C 1.385 -1.843 1.621 -0.2 -0.1 1.0 -0.353
O 0.903 -3.004 0.968 0.8 0.0 -1.0 -0.064
H 2.254 -3.140 2.941 -0.4 -0.2 0.1 0.063
H 3.303 -2.256 2.111 0.2 0.0 -0.1 0.057
H 0.550 -1.353 2.133 0.0 -0.1 0.1 0.105
H 1.806 -1.078 0.950 -0.1 -0.6 -0.2 0.115
H -0.005 -3.199 1.158 -0.6 0.2 0.3 0.067
```
Forces are in eV/Å.

=====

No. 7
Computed, not measured: an isolated ion of composition C3H9NO and charge +1 at a distorted geometry, with wB97M-V/def2-TZVPD.

Calculated values
<S²>: 0.755
HOMO-LUMO gap (alpha / beta), eV: 11.5 / 5.8
Spin multiplicity: 2
Highest occupied orbital energy (alpha / beta), eV: -15.46 / -15.39
Charge: +1
Relative energy (zero: lowest compared OMol25 entry of this formula, charge and spin), eV: 2.395
LUMO energy (alpha / beta), eV: -3.91 / -9.58

```
14
Properties=species:S:1:pos:R:3:forces:R:3:lowdin_charge:R:1
C 0.617 0.697 -0.418 1.8 1.2 -0.6 -0.132
C -0.046 -0.148 0.575 -1.7 -2.7 0.8 -0.420
C -0.843 0.623 1.590 -1.7 2.3 -0.1 -0.032
O -0.892 -1.216 -0.099 1.5 2.1 -0.1 -0.024
N 1.308 -0.090 -1.485 -3.3 2.1 0.4 0.346
H 1.275 1.521 0.072 -0.3 -1.5 -0.6 0.213
H -0.068 1.430 -0.906 0.0 -0.4 -0.5 0.170
H 0.685 -0.720 1.067 1.1 -0.9 0.7 0.134
H -1.754 0.096 1.999 1.2 0.1 -0.7 0.115
H -1.283 1.486 0.927 0.5 -1.0 1.8 0.116
H -0.280 1.031 2.506 -0.5 -0.5 -1.7 0.123
H -1.050 -0.867 -0.991 -0.7 -0.3 0.3 0.078
H 1.088 0.401 -2.353 1.4 0.1 -0.5 0.155
H 0.993 -1.054 -1.623 0.7 -0.6 0.8 0.156
```
Forces are in eV/Å.

=====

No. 8
Computed, not measured: a 2-piece molecular cluster, C3H9NO overall at a distorted geometry, with wB97M-V/def2-TZVPD.

Calculated values
<S²>: 0.755
HOMO-LUMO gap (alpha / beta), eV: 5.1 / 3.3
Spin multiplicity: 2
Highest occupied orbital energy (alpha / beta), eV: -12.21 / -12.19
Charge: +1
Relative energy (zero: lowest compared OMol25 entry of this formula, charge and spin), eV: 3.721
LUMO energy (alpha / beta), eV: -7.14 / -8.88

```
14
Properties=species:S:1:pos:R:3:forces:R:3:lowdin_charge:R:1
C 1.608 1.355 -0.729 -0.3 -1.0 -0.1 0.229
C 1.557 2.698 -0.869 -0.1 1.1 -0.8 0.220
H 2.500 0.770 -0.963 0.0 0.2 -0.3 0.138
H 0.723 0.722 -0.554 0.1 0.3 0.7 0.104
H 1.860 3.089 -1.862 0.6 -0.1 0.5 0.145
H 1.146 3.486 -0.223 -0.3 -0.6 0.1 0.135
N -1.938 -1.769 1.333 1.0 -0.1 -0.5 0.024
C -0.883 -1.121 0.537 -0.4 0.7 2.2 -0.404
O -0.329 -1.850 -0.503 -0.2 0.0 -0.3 -0.040
H -2.274 -2.625 0.924 -0.3 0.0 -0.2 0.073
H -2.670 -1.118 1.541 -0.5 -0.1 0.0 0.064
H -0.117 -0.852 1.296 0.2 -0.1 -0.4 0.106
H -1.282 -0.155 0.203 0.1 -0.2 -0.7 0.103
H 0.098 -2.630 -0.132 0.0 -0.1 0.0 0.104
```
Forces are in eV/Å.

=====

Number 1 is which compound?
C3H9NO

=====

Which value of spin multiplicity does entry 7 give?
2

=====

Repeat the fifth record exactly.
Computed, not measured: a 2-piece molecular cluster, C3H9NO overall at a distorted geometry, with wB97M-V/def2-TZVPD.

Calculated values
HOMO-LUMO gap, eV: 10.0
Spin multiplicity: 1
Highest occupied orbital energy, eV: -9.18
Relative energy (zero: lowest compared OMol25 entry of this formula, charge and spin), eV: 2.036
LUMO energy, eV: 0.79

```
14
Properties=species:S:1:pos:R:3:forces:R:3:lowdin_charge:R:1
C -1.823 0.030 -1.254 -0.1 0.4 3.0 0.009
C -1.733 0.601 0.001 -0.5 -0.2 -3.6 -0.308
O -2.160 -0.005 1.138 0.7 0.0 0.5 -0.019
H -1.602 0.667 -2.100 0.0 -0.2 0.0 0.040
H -2.157 -1.013 -1.368 0.2 0.6 -0.1 0.061
H -1.497 1.683 -0.023 0.1 -0.6 0.7 0.110
H -1.585 0.233 1.891 -0.5 0.0 -0.6 0.112
C 2.033 0.015 0.409 0.4 0.0 0.1 -0.204
N 3.033 -0.716 -0.367 -0.2 -0.2 -1.2 -0.082
H 2.130 1.088 0.298 -0.1 0.5 0.1 0.058
H 2.199 -0.238 1.453 -0.3 0.1 0.2 0.063
H 1.014 -0.245 0.115 0.2 -0.2 0.0 0.049
H 2.746 -0.736 -1.353 0.2 -0.1 0.5 0.058
H 3.937 -0.254 -0.377 -0.2 0.0 0.3 0.052
```
Forces are in eV/Å.

=====

What did the fourth record say?
Computed, not measured: a 2-piece molecular cluster, C3H9NO overall at a distorted geometry, with wB97M-V/def2-TZVPD.

Calculated values
HOMO-LUMO gap, eV: 9.6
Spin multiplicity: 1
Highest occupied orbital energy, eV: -8.68
Relative energy (zero: lowest compared OMol25 entry of this formula, charge and spin), eV: 1.254
LUMO energy, eV: 0.94

```
14
Properties=species:S:1:pos:R:3:forces:R:3:lowdin_charge:R:1
C 0.939 1.565 -1.814 -0.1 -0.1 0.0 -0.053
C 1.625 0.652 -0.848 0.3 0.1 -0.1 -0.319
O 1.155 -0.326 -0.332 -0.2 0.0 0.0 0.036
H 1.471 1.506 -2.765 0.1 0.0 -0.1 0.082
H -0.109 1.308 -1.977 0.1 0.0 0.1 0.083
H 1.059 2.586 -1.447 -0.1 0.1 -0.1 0.081
H 2.673 0.944 -0.629 0.0 0.0 0.0 0.117
C -1.185 -1.760 1.526 0.4 1.4 -0.2 -0.189
N -1.658 -0.421 1.117 -0.4 -0.5 0.0 -0.073
H -0.133 -1.735 1.838 -0.1 -0.3 0.0 0.059
H -1.797 -2.094 2.347 -0.2 -0.4 0.2 0.058
H -1.279 -2.397 0.663 -0.1 -0.5 -0.1 0.060
H -1.723 0.208 1.901 0.2 0.1 0.1 0.044
H -1.039 -0.036 0.421 0.1 0.1 0.1 0.012
```
Forces are in eV/Å.